{"formula": "C15H14N4O2SSn", "method": "ωB97M-V/def2-TZVPD", "elements": ["Sn", "N", "C", "S", "N", "N", "C", "C", "C", "C", "C", "C", "N", "H", "H", "H", "H", "H", "H", "H", "C", "C", "O", "C", "C", "C", "C", "C", "C", "O", "H", "H", "H", "H", "H", "H", "H"], "xyz": [[13.067084, 5.810781, 9.449445], [16.516455, 6.481741, 12.631534], [15.684072, 6.390259, 11.551511], [14.264028, 5.403077, 11.719477], [16.121550, 6.957763, 10.462214], [15.172828, 6.987568, 9.490868], [15.554317, 7.555437, 8.396413], [14.641701, 7.824441, 7.287149], [15.154800, 8.343257, 6.152707], [14.329170, 8.559688, 5.071764], [13.027561, 8.074677, 5.047811], [12.608740, 7.431596, 6.240884], [13.379103, 7.244781, 7.296557], [16.205620, 6.004616, 13.477517], [17.470492, 6.733296, 12.529298], [16.530990, 7.925861, 8.342566], [16.186063, 8.700306, 6.128459], [14.887646, 8.840437, 4.156828], [12.519973, 7.910632, 4.121890], [11.692297, 6.898015, 6.187833], [8.414971, 4.856202, 8.712758], [9.545753, 5.795852, 9.005566], [10.193318, 6.312840, 8.142123], [9.864678, 6.088313, 10.461984], [9.016805, 5.536781, 11.401370], [9.010041, 5.870987, 12.697635], [9.890780, 6.807575, 13.159293], [10.821656, 7.395265, 12.283523], [10.918206, 6.923742, 10.937160], [11.906770, 7.369747, 10.191604], [8.348532, 4.670484, 7.645584], [7.407951, 5.245228, 9.043880], [8.565079, 3.990091, 9.284140], [8.206356, 4.955882, 11.033521], [8.391854, 5.307148, 13.328419], [10.044915, 7.186367, 14.162715], [11.564983, 8.071645, 12.682488]], "forces_ev_per_a": [[-0.052, -0.105, -0.358], [-1.602, -0.775, 0.527], [0.678, -0.618, 0.681], [0.084, 0.282, 0.700], [-0.509, 0.274, -0.216], [0.269, 0.414, -1.274], [-1.993, -0.370, 0.965], [-1.287, -2.577, 0.657], [0.548, 1.845, -0.190], [0.468, -0.782, -1.986], [1.477, -0.385, 1.418], [0.757, -0.118, -1.200], [1.182, 1.640, 0.470], [0.420, 0.262, -0.571], [0.520, 0.301, -0.205], [1.436, 0.555, -0.136], [-0.254, -0.229, -0.003], [-0.944, 0.248, 0.396], [-0.624, 0.463, -0.203], [-0.859, -0.282, 0.536], [-1.547, 1.422, -0.438], [0.295, 0.330, 2.149], [0.720, 0.445, -1.647], [0.335, -0.284, -0.642], [-0.629, 0.296, -1.517], [0.202, -0.219, 1.394], [2.264, 1.917, -0.484], [-0.593, -1.642, -0.337], [-0.772, 1.065, 0.709], [0.600, -0.098, -0.439], [0.185, -0.139, -0.008], [1.084, -0.106, -0.309], [0.195, -1.556, 0.456], [-0.349, -0.721, 0.004], [-0.974, -0.319, 1.054], [-0.773, -0.503, 0.312], [0.043, 0.070, -0.266]], "total_charge": 0, "gap_ev": 7.10, "e_tot_ev": -42503.8920}